1.
{
  "formula": "C6H9Br",
  "method": "ωB97M-V/def2-TZVPD",
  "homo_lumo_gap_ev": [6.31, 7.33],
  "e_above_lowest_kcal_mol": 57.3,
  "e_lumo_ev": [0.932, -2.440],
  "spin_multiplicity": 3,
  "symbols": ["C", "C", "C", "C", "C", "C", "Br", "H", "H", "H", "H", "H", "H", "H", "H", "H"],
  "xyz": [[-0.914, 1.043, 1.161], [-0.153, 0.944, 0.123], [-1.278, -1.698, -0.303], [0.198, -1.659, -0.679], [-0.604, -0.429, -0.855], [1.055, 1.593, -0.450], [-1.048, 0.047, -2.652], [-0.990, 1.979, 1.692], [-1.804, 0.477, 1.218], [-2.040, -2.135, -0.957], [-1.482, -1.640, 0.757], [0.860, -1.872, 0.099], [0.550, -2.401, -1.361], [1.160, 1.069, -1.372], [0.811, 2.676, -0.692], [2.046, 1.618, 0.208]],
  "nbo_charge": [-0.33, 0.11, -0.44, -0.47, -0.14, -0.68, 0.02, 0.17, 0.18, 0.23, 0.22, 0.23, 0.23, 0.24, 0.23, 0.21]
}


2.
{
  "formula": "C18H33Cl20FNO2",
  "method": "ωB97M-V/def2-TZVPD",
  "homo_lumo_gap_ev": 4.05,
  "e_lumo_ev": 1.722,
  "charge": -1,
  "spin_multiplicity": 1,
  "symbols": ["C", "C", "C", "C", "C", "C", "C", "O", "N", "C", "O", "F", "H", "H", "H", "H", "H", "H", "H", "H", "H", "H", "H", "H", "H", "C", "Cl", "Cl", "H", "H", "C", "Cl", "Cl", "H", "H", "C", "Cl", "Cl", "H", "H", "C", "Cl", "Cl", "H", "H", "C", "Cl", "Cl", "H", "H", "C", "Cl", "Cl", "H", "H", "C", "Cl", "Cl", "H", "H", "C", "Cl", "Cl", "H", "H", "C", "Cl", "Cl", "H", "H", "C", "Cl", "Cl", "H", "H"],
  "xyz": [[0.563, 1.909, 1.484], [0.602, 1.178, 0.026], [-0.885, 0.674, -0.370], [-1.154, -0.880, -0.048], [-0.879, -1.285, 1.503], [-2.605, -1.382, -0.530], [-3.764, -0.385, -0.085], [-4.593, -0.003, -0.985], [-4.017, 0.118, 1.286], [-4.433, 1.517, 1.299], [-3.699, 2.504, 1.080], [-5.799, 1.824, 1.636], [-0.548, 1.881, 1.802], [1.132, 1.303, 2.278], [0.857, 3.010, 1.446], [0.916, 2.007, -0.719], [1.390, 0.348, -0.035], [-1.701, 1.374, 0.057], [-0.952, 0.790, -1.520], [-0.387, -1.493, -0.664], [-0.026, -2.028, 1.651], [-1.842, -1.814, 1.863], [-0.777, -0.361, 2.196], [-2.850, -2.376, 0.022], [-3.236, -0.052, 1.934], [1.596, 2.081, 5.718], [2.435, 1.970, 4.166], [0.157, 1.054, 5.740], [2.272, 1.760, 6.511], [1.296, 3.114, 5.884], [-1.177, 3.018, -4.329], [0.377, 3.235, -3.512], [-2.219, 1.907, -3.433], [-1.672, 3.985, -4.409], [-1.001, 2.612, -5.323], [0.983, -3.976, -2.472], [0.577, -4.496, -0.831], [1.001, -2.214, -2.597], [1.971, -4.359, -2.732], [0.239, -4.372, -3.163], [4.690, -5.318, -4.750], [3.186, -4.427, -4.492], [4.463, -6.640, -5.902], [5.443, -4.635, -5.139], [5.024, -5.731, -3.799], [1.976, -5.441, 2.947], [1.924, -5.423, 4.715], [0.409, -5.009, 2.257], [2.720, -4.722, 2.606], [2.249, -6.440, 2.611], [-5.519, 3.817, -1.643], [-4.276, 4.978, -1.162], [-6.239, 4.259, -3.199], [-5.066, 2.830, -1.730], [-6.299, 3.800, -0.884], [5.161, -2.266, 3.123], [3.654, -1.380, 3.375], [4.932, -3.596, 1.981], [5.910, -1.583, 2.725], [5.499, -2.670, 4.076], [-4.085, 3.187, -6.616], [-2.550, 3.541, -7.421], [-4.290, 1.453, -6.355], [-4.105, 3.694, -5.651], [-4.901, 3.549, -7.239], [2.855, 1.079, -4.889], [3.823, -0.117, -5.762], [3.093, 0.945, -3.144], [3.150, 2.076, -5.211], [1.802, 0.915, -5.115], [1.425, 2.318, 9.720], [2.328, 1.073, 8.845], [0.777, 3.539, 8.619], [0.599, 1.848, 10.250], [2.092, 2.803, 10.431]],
  "mulliken_charge": [-0.43, 0.04, 0.18, 2.21, -0.97, -1.27, 0.47, -0.66, -0.16, 0.34, -0.42, -0.30, 0.12, -0.27, 0.37, 0.02, 0.24, 0.02, -0.46, -1.00, 0.03, 0.39, 0.00, 0.21, 0.41, -0.08, -0.14, -0.12, 0.07, 0.26, -0.32, -0.17, -0.05, 0.30, 0.22, -0.37, -0.10, -0.08, 0.14, 0.37, -0.25, -0.12, -0.17, 0.28, 0.24, 0.19, -0.19, -0.13, -0.21, 0.32, 0.02, -0.16, -0.20, 0.01, 0.31, -0.36, -0.05, -0.17, 0.28, 0.29, -0.10, -0.18, -0.12, 0.09, 0.32, -0.24, -0.18, -0.10, 0.35, 0.17, -0.22, -0.14, -0.13, 0.26, 0.28]
}


3.
{
  "formula": "C18H31N5O3S",
  "method": "ωB97M-V/def2-TZVPD",
  "homo_lumo_gap_ev": 9.69,
  "smiles": "CCN1CCC[C@@H](ONC(=O)[C@H](CNC(=O)Cc2cnns2)C(C)(C)C)C1",
  "e_above_lowest_kcal_mol": 2.9,
  "e_lumo_ev": 0.485,
  "spin_multiplicity": 1,
  "symbols": ["C", "C", "N", "C", "C", "C", "C", "O", "N", "C", "O", "C", "C", "N", "C", "O", "C", "C", "C", "N", "N", "S", "C", "C", "C", "C", "C", "H", "H", "H", "H", "H", "H", "H", "H", "H", "H", "H", "H", "H", "H", "H", "H", "H", "H", "H", "H", "H", "H", "H", "H", "H", "H", "H", "H", "H", "H", "H"],
  "xyz": [[2.689, 0.712, 2.473], [2.239, -0.548, 3.194], [1.462, -1.465, 2.364], [1.257, -2.723, 3.079], [0.468, -3.723, 2.249], [-0.874, -3.138, 1.816], [-0.608, -1.832, 1.106], [-1.874, -1.250, 0.746], [-1.729, -0.387, -0.313], [-1.610, 0.955, -0.158], [-1.516, 1.509, 0.921], [-1.537, 1.678, -1.495], [-0.145, 2.313, -1.620], [0.940, 1.447, -1.173], [1.142, 0.207, -1.674], [0.510, -0.231, -2.623], [2.257, -0.573, -0.999], [2.799, -1.706, -1.807], [3.589, -2.717, -1.332], [4.006, -3.606, -2.273], [3.576, -3.336, -3.448], [2.615, -1.978, -3.466], [-2.710, 2.672, -1.700], [-2.668, 3.863, -0.738], [-4.020, 1.908, -1.489], [-2.669, 3.187, -3.142], [0.177, -0.881, 1.996], [3.316, 1.310, 3.134], [3.277, 0.460, 1.590], [1.847, 1.339, 2.175], [3.121, -1.093, 3.538], [1.666, -0.272, 4.096], [2.235, -3.134, 3.333], [0.723, -2.539, 4.030], [1.053, -3.995, 1.365], [0.316, -4.634, 2.830], [-1.413, -3.823, 1.161], [-1.504, -2.946, 2.690], [-0.049, -2.030, 0.184], [-1.799, -0.821, -1.221], [-1.620, 0.934, -2.290], [0.032, 2.590, -2.659], [-0.088, 3.214, -1.012], [1.418, 1.694, -0.322], [3.070, 0.128, -0.791], [1.925, -0.943, -0.024], [3.892, -2.847, -0.304], [-1.807, 4.507, -0.924], [-3.562, 4.473, -0.886], [-2.636, 3.536, 0.299], [-4.079, 1.036, -2.145], [-4.120, 1.568, -0.457], [-4.871, 2.554, -1.712], [-2.687, 2.363, -3.858], [-3.537, 3.820, -3.334], [-1.779, 3.788, -3.336], [-0.437, -0.650, 2.884], [0.331, 0.059, 1.472]],
  "nbo_charge": [-0.62, -0.21, -0.45, -0.22, -0.41, -0.41, 0.10, -0.36, -0.36, 0.74, -0.66, -0.34, -0.21, -0.61, 0.70, -0.65, -0.55, -0.25, -0.11, -0.19, -0.37, 0.68, -0.01, -0.63, -0.61, -0.61, -0.28, 0.22, 0.20, 0.20, 0.20, 0.17, 0.20, 0.16, 0.21, 0.22, 0.22, 0.21, 0.17, 0.40, 0.23, 0.22, 0.22, 0.40, 0.24, 0.28, 0.22, 0.20, 0.21, 0.24, 0.21, 0.22, 0.21, 0.21, 0.21, 0.21, 0.19, 0.22]
}